Below is C34H41BN4O8Zr as an isolated structure at a distorted geometry, with properties calculated with the ωB97M-V functional and the def2-TZVPD basis.

Last column: Löwdin charge in e.
Geometry (Å):
Zr (-0.391, 0.129, 0.304)  1.82
O (2.637, 4.110, -2.393)  0.05
O (2.478, 6.232, -2.794)  0.08
O (-0.280, -2.551, -1.795)  0.04
O (-2.143, -0.786, 0.859)  -0.21
O (-1.782, 1.120, -0.777)  -0.23
O (0.094, -3.212, 0.381)  0.04
O (0.016, 2.069, 0.877)  -0.26
O (-1.186, 3.185, 2.425)  0.10
N (-0.097, -0.305, 2.713)  -0.02
N (2.244, 5.247, -2.140)  -0.34
N (0.618, 0.642, -1.898)  -0.02
N (2.193, 0.067, 0.702)  -0.22
C (-1.384, -4.513, -2.730)  -0.01
C (1.942, 1.347, 2.883)  -0.16
C (-2.741, 4.494, -1.693)  -0.07
C (1.375, 5.463, -0.936)  -0.13
C (-0.254, -4.007, -1.813)  -0.44
C (0.083, 4.401, 0.776)  -0.10
C (0.815, 6.689, -0.694)  -0.02
C (1.106, -4.385, -2.448)  0.00
C (2.638, 1.244, 1.537)  -0.19
C (-2.508, -1.694, 1.699)  -0.34
C (-0.391, -4.395, -0.296)  -0.44
C (-0.720, -1.185, 3.377)  -0.09
C (1.645, -0.196, -2.581)  -0.18
C (-1.818, -1.986, 2.903)  -0.14
C (1.020, 0.330, 3.499)  -0.21
C (0.235, 1.671, -2.585)  -0.08
C (2.707, -0.731, -1.631)  -0.18
C (-3.329, -3.864, 3.353)  -0.09
C (-2.819, 3.231, -1.118)  0.01
C (0.505, -5.545, 0.220)  0.00
C (-1.734, 4.856, -2.618)  -0.09
C (-1.840, -4.682, 0.086)  0.00
C (-2.226, -3.107, 3.627)  -0.07
C (-0.456, 3.143, 1.464)  -0.56
C (-4.126, -3.438, 2.233)  -0.07
C (3.049, 0.198, -0.534)  -0.20
C (-0.815, 3.900, -2.929)  -0.05
C (2.548, -1.136, 1.456)  -0.08
C (-0.090, 6.786, 0.339)  -0.05
C (-0.407, 5.655, 1.096)  0.00
C (-3.696, -2.424, 1.414)  -0.02
C (-1.782, 2.281, -1.383)  -0.34
C (-0.815, 2.613, -2.326)  -0.16
C (1.049, 4.323, -0.210)  0.04
B (0.028, -2.148, -0.512)  -0.61
H (1.539, -5.266, 0.173)  0.07
H (2.473, 2.165, 0.995)  0.09
H (3.622, -0.928, -2.259)  0.14
H (-2.346, -4.066, -2.409)  0.09
H (2.935, 1.197, -0.910)  0.11
H (-1.090, 5.715, 1.947)  0.13
H (1.867, -3.936, -1.809)  0.08
H (-1.684, 5.826, -2.990)  0.08
H (3.533, -1.044, 1.935)  0.11
H (1.872, -1.344, 2.287)  0.07
H (1.069, -1.019, -2.983)  0.11
H (-1.198, -4.265, -3.777)  0.09
H (1.334, 2.277, 2.775)  0.10
H (-2.188, -5.585, -0.343)  0.09
H (-3.646, 2.930, -0.423)  0.14
H (2.112, 0.413, -3.362)  0.12
H (0.968, 7.552, -1.325)  0.12
H (-1.697, -3.428, 4.556)  0.13
H (0.326, -6.490, -0.331)  0.10
H (3.728, 1.103, 1.685)  0.12
H (-0.611, 7.730, 0.498)  0.11
H (2.723, 1.534, 3.655)  0.13
H (-5.045, -3.982, 2.093)  0.10
H (0.237, -5.661, 1.258)  0.08
H (-2.491, -3.908, -0.235)  0.07
H (-3.545, 5.217, -1.474)  0.11
H (1.335, -5.450, -2.481)  0.09
H (1.093, -4.021, -3.480)  0.09
H (2.534, -1.983, 0.789)  0.08
H (0.738, 1.909, -3.522)  0.13
H (-4.273, -2.080, 0.575)  0.12
H (-0.427, -1.365, 4.409)  0.14
H (-1.579, -5.565, -2.658)  0.08
H (2.491, -1.725, -1.185)  0.09
H (1.376, 3.319, -0.548)  0.12
H (-3.650, -4.706, 3.921)  0.09
H (-1.914, -4.776, 1.136)  0.07
H (1.618, -0.471, 3.934)  0.11
H (0.018, 4.175, -3.611)  0.13
H (4.080, 0.040, -0.249)  0.12
H (0.570, 0.826, 4.355)  0.12

Calculated values
**Frontier orbital gap**: 7.251 eV
**Total energy**: -60223.8295 eV
**E_HOMO**: -7.63 eV
**LUMO**: -0.4 eV

Below is C34H41ClMnN4P2 as an isolated structure at a distorted geometry, with properties calculated with the ωB97M-V functional and the def2-TZVPD basis.

Last column: Löwdin charge in e.
Geometry (Å):
Mn (-1.992, -0.262, 1.341)  0.46
Cl (-3.401, -1.802, 5.380)  0.69
P (-0.161, 1.243, 1.186)  0.99
P (-1.785, -0.308, -1.006)  0.98
N (-1.583, -1.936, -1.589)  -0.24
N (0.074, 2.723, 2.059)  -0.24
N (-2.980, 0.396, -2.073)  -0.22
N (1.277, 0.325, 1.599)  -0.23
C (4.985, -0.018, -3.835)  -0.21
C (-5.761, 1.695, 3.802)  -0.10
C (-0.437, 4.645, 3.131)  -0.08
C (-1.540, -3.074, -0.778)  -0.13
C (-1.340, -2.317, -2.906)  -0.13
C (5.126, 0.807, -2.538)  -0.19
C (-3.665, 0.450, 3.860)  -0.34
C (-6.353, 0.793, 4.688)  -0.11
C (1.287, -0.765, 2.477)  -0.12
C (-2.836, 1.477, -2.943)  -0.14
C (6.118, -1.124, -1.246)  -0.10
C (3.996, -1.151, -3.726)  -0.11
C (2.539, 0.440, 1.030)  -0.15
C (-5.014, 0.841, -2.965)  -0.08
C (0.981, 4.605, 2.922)  -0.08
C (4.252, -2.396, -3.329)  -0.11
C (-2.261, 0.288, 3.360)  -0.29
C (-1.280, -4.166, -1.587)  -0.08
C (5.601, -2.954, -2.942)  -0.19
C (3.351, -0.563, 1.541)  -0.07
C (-4.274, -0.459, 4.766)  -0.64
C (-4.428, 1.545, 3.418)  -0.07
C (2.560, -1.316, 2.464)  -0.07
C (-3.799, -1.120, 1.137)  -0.29
C (-4.330, 0.024, -2.076)  -0.12
C (1.270, 3.419, 2.261)  -0.12
C (-4.067, 1.760, -3.518)  -0.08
C (6.629, -1.950, -2.398)  -0.21
C (-5.590, -0.273, 5.190)  -0.12
C (0.148, 1.668, -0.569)  -0.35
C (-0.969, 3.485, 2.594)  -0.13
C (-0.229, 0.504, -1.514)  -0.35
C (5.460, 0.039, -1.297)  -0.12
C (-1.155, -3.693, -2.933)  -0.08
H (-1.661, 1.183, 3.582)  0.02
H (4.597, 0.668, -4.605)  0.11
H (-3.876, -1.847, 0.323)  -0.05
H (5.884, 1.590, -2.722)  0.12
H (-0.950, -4.290, -3.805)  0.09
H (-0.991, 5.439, 3.608)  0.10
H (2.901, -2.163, 3.039)  0.10
H (-1.179, -5.188, -1.256)  0.09
H (2.204, 3.001, 1.923)  0.09
H (6.457, -1.510, -0.276)  0.10
H (4.176, 1.338, -2.372)  0.10
H (-6.025, -0.965, 5.913)  0.10
H (6.068, -3.477, -3.793)  0.12
H (-0.322, 0.859, -2.554)  0.07
H (7.468, -2.542, -2.001)  0.11
H (5.442, -3.729, -2.179)  0.11
H (-7.393, 0.919, 5.006)  0.10
H (5.971, -0.331, -4.199)  0.10
H (-3.966, 2.276, 2.754)  0.09
H (3.482, -3.166, -3.413)  0.10
H (1.206, 1.956, -0.696)  0.07
H (-1.754, -0.615, 3.724)  -0.01
H (0.542, -0.290, -1.487)  0.10
H (5.265, 0.586, -0.372)  0.09
H (1.694, 5.359, 3.212)  0.09
H (7.058, -1.355, -3.210)  0.10
H (-1.989, 3.135, 2.537)  0.08
H (-4.264, 2.541, -4.233)  0.09
H (0.400, -1.043, 3.027)  0.09
H (-6.069, 0.804, -3.187)  0.10
H (3.018, -0.894, -4.145)  0.10
H (2.748, 1.219, 0.311)  0.09
H (-4.682, -0.767, -1.435)  0.09
H (4.380, -0.730, 1.262)  0.08
H (-4.576, -0.353, 1.006)  0.00
H (-3.964, -1.622, 2.097)  -0.01
H (-1.694, -2.996, 0.288)  0.09
H (-6.349, 2.536, 3.416)  0.10
H (-0.479, 2.559, -0.777)  0.10
H (-1.876, 1.954, -3.061)  0.09
H (-1.324, -1.575, -3.689)  0.11

Calculated values
**Frontier orbital gap (spin up / spin down)**: 4.824 / 6.556 eV
**Total energy**: -104299.0923 eV
**2S+1**: 6
**E_HOMO (spin up / spin down)**: -5.05 / -7.26 eV
**LUMO (spin up / spin down)**: -0.2 / -0.7 eV

Below is C34H41F3HgN7O14RbS as an isolated structure at a distorted geometry, with properties calculated with the ωB97M-V functional and the def2-TZVPD basis.

Last column: Löwdin charge in e.
Geometry (Å):
Hg (-1.093, 5.469, -1.903)  0.57
Rb (-5.488, 2.568, 1.466)  0.86
S (-0.614, 0.481, 0.138)  0.54
F (-1.196, -0.404, -2.199)  0.17
F (-0.367, -1.887, -1.029)  0.20
F (0.985, -0.411, -1.734)  0.14
O (10.973, -1.942, 0.683)  0.10
O (-3.727, 2.055, 5.741)  -0.01
O (-1.892, 0.039, 0.675)  -0.26
O (-3.905, 3.321, -4.252)  0.00
O (0.874, 4.534, -5.460)  -0.01
O (-0.683, 1.857, -0.374)  -0.28
O (9.642, 3.758, 0.069)  0.09
O (-6.637, -8.038, 0.235)  0.10
O (0.590, -3.382, 5.687)  0.06
O (-8.276, -8.494, -1.065)  0.07
O (0.409, -4.862, 7.310)  0.06
O (10.630, -1.917, 2.819)  0.09
O (8.091, 2.393, -0.710)  0.06
O (0.501, 0.225, 1.072)  -0.22
N (-7.342, -7.782, -0.682)  -0.35
N (1.031, 3.899, -7.664)  -0.13
N (8.512, 3.234, 0.121)  -0.31
N (10.225, -1.842, 1.657)  -0.32
N (-1.552, 2.494, 5.975)  -0.18
N (-0.038, -4.223, 6.324)  -0.32
N (-5.278, 2.543, -5.786)  -0.16
C (-3.216, -4.070, 4.309)  -0.03
C (-5.029, 3.110, -4.618)  -0.38
C (-2.604, 1.714, 6.152)  -0.31
C (-1.564, 3.818, 5.381)  -0.02
C (5.960, 4.376, 3.413)  -0.05
C (8.776, -1.762, 1.434)  -0.11
C (-3.977, -5.004, 5.064)  -0.05
C (-6.923, -4.010, -2.547)  -0.08
C (6.532, -1.444, 2.320)  -0.05
C (-6.226, -5.623, -0.908)  -0.02
C (5.392, 3.791, 2.258)  -0.03
C (-2.212, -5.352, 6.683)  0.01
C (8.059, 4.382, 2.254)  0.04
C (0.813, 4.457, -9.051)  -0.01
C (-7.319, -6.395, -1.257)  -0.13
C (-0.271, -0.638, -1.318)  -0.74
C (1.421, 2.487, -7.513)  0.00
C (-5.989, -4.419, -1.559)  -0.06
C (-1.889, -3.904, 4.748)  -0.01
C (-4.315, 2.368, -6.904)  -0.02
C (6.861, -1.997, 0.010)  -0.03
C (7.288, 4.697, 3.368)  -0.06
C (-3.464, -5.582, 6.208)  -0.08
C (7.877, -1.506, 2.478)  0.01
C (-0.200, 2.006, 6.219)  -0.04
C (6.179, 3.310, 1.171)  0.02
C (8.218, -2.030, 0.214)  0.00
C (-8.236, -5.985, -2.227)  0.00
C (0.805, 4.764, -6.688)  -0.32
C (-6.691, 2.265, -6.122)  -0.03
C (-1.422, -4.476, 5.925)  -0.15
C (7.550, 3.592, 1.178)  -0.12
C (-8.047, -4.769, -2.861)  -0.07
C (6.008, -1.612, 1.037)  -0.03
H (-2.272, 0.785, 6.641)  0.14
H (-3.561, -3.566, 3.419)  0.10
H (-8.756, -4.402, -3.589)  0.11
H (-6.814, 2.136, -7.198)  0.09
H (-7.084, 1.386, -5.610)  0.09
H (-0.246, 1.059, 6.757)  0.09
H (0.461, 2.677, 6.767)  0.10
H (-1.776, -5.722, 7.599)  0.13
H (-9.057, -6.668, -2.392)  0.12
H (-7.225, 3.174, -5.845)  0.09
H (-4.279, 3.243, -7.554)  0.10
H (7.844, 5.159, 4.171)  0.12
H (4.332, 3.596, 2.197)  0.10
H (-5.006, -5.147, 4.767)  0.11
H (-5.485, -5.993, -0.216)  0.12
H (-1.142, 3.770, 4.377)  0.10
H (5.899, -1.171, 3.152)  0.12
H (4.957, -1.514, 0.807)  0.11
H (8.226, -1.341, 3.487)  0.13
H (-1.255, -3.198, 4.233)  0.11
H (9.101, 4.666, 2.286)  0.12
H (0.590, 1.810, -7.711)  0.10
H (1.386, 3.851, -9.753)  0.09
H (-6.798, -3.114, -3.137)  0.09
H (5.787, 2.754, 0.332)  0.12
H (-0.244, 4.285, -9.251)  0.10
H (-2.526, 4.326, 5.319)  0.09
H (-4.489, 1.511, -7.553)  0.09
H (-5.933, 3.311, -4.022)  0.14
H (-3.343, 2.190, -6.443)  0.08
H (0.478, 5.738, -7.084)  0.14
H (6.460, -2.338, -0.933)  0.12
H (5.388, 4.481, 4.323)  0.11
H (2.230, 2.273, -8.211)  0.10
H (8.791, -2.291, -0.664)  0.13
H (-4.169, -6.063, 6.870)  0.12
H (0.344, 1.809, 5.295)  0.10
H (-0.958, 4.345, 6.118)  0.10
H (-5.161, -3.764, -1.331)  0.10
H (1.710, 2.225, -6.495)  0.09
H (1.078, 5.488, -9.288)  0.10

Calculated values
**Frontier orbital gap**: 1.314 eV
**Total energy**: -98802.3258 eV
**E_HOMO**: -12.81 eV
**LUMO**: -11.5 eV
**Energy relative to the best compared isomer or geometry (same formula, charge and spin)**: 749.0 kJ/mol
**Total charge**: +2